# 1
35
Properties=species:S:1:pos:R:3:nbo_charge:R:1 method="wB97M-V/def2-TZVPD" gap_ha=0.354 homo_ha=-0.32140 charge=0 fmax_ev_per_a=0.29 multiplicity=1 relative_energy_kcal_mol=4.47 smiles="CCCCCCCCP(C)[PH2]=N"
C -3.10 0.63 -0.18 -0.620
C -2.26 0.22 -1.41 -0.406
C -2.40 -1.25 -1.78 -0.387
C -1.72 -2.20 -0.78 -0.403
C -0.18 -2.24 -0.90 -0.410
C 0.56 -2.13 0.44 -0.390
C 0.90 -0.70 0.89 -0.406
C 2.01 -0.06 0.03 -0.704
P 2.00 1.77 -0.31 0.502
C 3.61 2.25 0.46 -0.931
P 0.79 2.56 1.34 1.019
N 1.11 2.35 2.86 -1.302
H -3.81 1.43 -0.42 0.214
H -3.68 -0.21 0.20 0.205
H -2.48 0.99 0.64 0.206
H -1.20 0.41 -1.21 0.189
H -2.52 0.84 -2.27 0.207
H -1.95 -1.41 -2.77 0.199
H -3.46 -1.52 -1.87 0.200
H -2.12 -3.21 -0.91 0.208
H -2.00 -1.90 0.24 0.195
H 0.14 -1.43 -1.57 0.193
H 0.12 -3.17 -1.39 0.209
H 1.49 -2.70 0.39 0.200
H -0.04 -2.61 1.22 0.207
H 0.00 -0.09 0.90 0.197
H 1.24 -0.74 1.93 0.220
H 2.98 -0.27 0.48 0.225
H 2.01 -0.55 -0.95 0.228
H 3.71 3.34 0.44 0.241
H 3.72 1.91 1.49 0.225
H 4.41 1.83 -0.15 0.237
H 0.74 3.90 0.91 -0.068
H -0.51 2.20 0.95 -0.072
H 1.92 1.77 3.03 0.371


# 2
34
Properties=species:S:1:pos:R:3:nbo_charge:R:1 method="wB97M-V/def2-TZVPD" gap_ha=0.291 homo_ha=-0.27756 charge=0 fmax_ev_per_a=5.61 multiplicity=1 relative_energy_kcal_mol=92.40
C -0.79 -4.25 1.05 -0.619
C 1.33 -3.73 -0.31 -0.602
C -1.22 1.56 2.14 -0.635
C 0.65 3.09 1.30 -0.619
C -1.60 3.16 0.15 -0.612
C 0.70 2.13 -2.30 -0.412
C 0.56 -0.27 -2.52 -0.385
C 0.71 -3.82 1.10 -0.402
C -0.58 2.22 0.93 -0.544
N 0.51 0.88 -1.60 -0.883
Si 0.11 0.64 0.07 1.067
H -0.97 -5.23 0.73 0.196
H -1.32 -4.02 1.92 0.206
H -1.43 -3.76 0.38 0.202
H 1.33 -4.80 -0.70 0.189
H 2.35 -3.35 -0.13 0.211
H 0.68 -3.21 -1.04 0.205
H -2.20 1.37 2.01 0.211
H -0.68 0.69 2.55 0.226
H -1.28 2.37 2.90 0.204
H 0.24 4.19 1.26 0.215
H 1.40 3.04 0.60 0.194
H 1.02 2.73 2.34 0.218
H -1.14 3.71 -0.70 0.218
H -2.45 2.45 -0.28 0.197
H -2.15 3.68 0.89 0.209
H -0.05 2.60 -2.90 0.185
H 0.96 2.85 -1.65 0.189
H 1.46 2.14 -2.97 0.189
H 0.24 -0.05 -3.47 0.192
H 1.69 -0.65 -2.56 0.176
H 0.00 -1.06 -2.20 0.201
H 0.69 -2.75 1.36 0.214
H 1.24 -4.53 1.65 0.200


# 3
44
Properties=species:S:1:pos:R:3:nbo_charge:R:1 method="wB97M-V/def2-TZVPD" gap_ha=0.332 homo_ha=-0.44067 charge=+1 fmax_ev_per_a=10.70 multiplicity=1 relative_energy_kcal_mol=21.94
Al 1.03 1.13 1.68 2.262
F 2.00 0.67 3.55 -0.789
F -0.14 2.82 1.23 -0.787
O -0.09 0.41 0.95 -1.257
P -1.18 0.20 -0.08 2.433
N -2.47 1.30 0.09 -0.780
C -2.22 2.76 0.01 -0.412
C -3.58 0.97 0.92 -0.410
N -1.84 -1.41 -0.27 -0.779
C -3.26 -1.71 -0.69 -0.415
C -0.98 -2.55 -0.57 -0.398
N -0.78 0.57 -1.75 -0.784
C 0.57 0.32 -2.27 -0.414
C -1.83 0.70 -2.80 -0.405
H -3.06 3.39 -0.28 0.209
H -1.37 3.02 -0.63 0.230
H -2.03 3.04 1.05 0.230
H -4.44 0.85 0.25 0.203
H -3.72 1.67 1.75 0.218
H -3.34 0.04 1.43 0.203
H -3.94 -0.86 -0.73 0.228
H -3.29 -2.12 -1.70 0.199
H -3.64 -2.58 -0.16 0.215
H 0.00 -2.28 -0.15 0.191
H -1.39 -3.46 -0.14 0.226
H -0.78 -2.58 -1.64 0.194
H 1.31 0.23 -1.48 0.184
H 0.72 -0.52 -2.94 0.200
H 0.91 1.23 -2.78 0.211
H -2.12 -0.31 -3.08 0.195
H -1.41 1.36 -3.57 0.225
H -2.70 1.24 -2.43 0.229
C 3.11 -1.43 2.98 -0.297
O 3.98 -0.86 1.98 -0.457
C 3.61 0.28 1.32 1.110
O 2.58 0.96 1.50 -0.834
O 4.38 0.53 0.26 -0.444
C 5.52 -0.35 -0.03 -0.265
H 2.17 -1.72 2.51 0.162
H 2.75 -0.72 3.72 0.296
H 3.59 -2.35 3.33 0.215
H 6.17 -0.46 0.84 0.221
H 6.05 -0.09 -0.95 0.234
H 5.12 -1.34 -0.23 0.202


# 4
49
Properties=species:S:1:pos:R:3:nbo_charge:R:1 method="wB97M-V/def2-TZVPD" gap_ha="0.298 / 0.282" homo_ha="-0.34679 / -0.34661" charge=0 fmax_ev_per_a=4.83 multiplicity=2
Na 0.77 -17.13 5.58 0.946
Na -0.84 -16.29 8.87 0.949
Na -1.88 -14.55 6.17 0.962
C 1.21 -14.13 5.51 0.883
O 1.24 -12.91 5.59 -0.506
O 0.25 -14.68 4.91 -0.765
O 2.11 -14.86 5.95 -0.569
B -1.96 -16.92 6.63 -0.908
H -0.96 -16.52 6.60 -0.061
H -2.60 -16.39 7.32 -0.050
H -2.39 -16.90 5.64 0.001
H -1.82 -17.90 7.05 0.036
B 1.18 -18.05 8.00 -0.788
H 0.21 -18.36 8.35 -0.068
H 1.43 -18.45 7.03 -0.044
H 1.13 -17.03 7.66 -0.076
H 1.96 -18.34 8.69 0.011
Br -6.09 -15.78 6.26 -0.071
C -5.37 -17.36 7.34 -0.389
C -6.53 -18.27 7.71 -0.457
Br -5.86 -19.72 8.84 -0.003
H -4.81 -16.94 8.17 0.226
H -4.70 -17.82 6.62 0.232
H -6.99 -18.77 6.86 0.238
H -7.33 -17.71 8.20 0.230
Br -6.12 -17.50 2.57 -0.047
C -4.73 -16.20 1.85 -0.395
C -3.66 -16.01 2.97 -0.443
Br -2.17 -14.82 2.40 -0.006
H -5.20 -15.27 1.54 0.228
H -4.33 -16.74 1.00 0.226
H -3.30 -16.97 3.35 0.229
H -4.08 -15.43 3.79 0.217
Br -2.34 -17.93 11.22 -0.058
C -2.82 -19.80 10.72 -0.399
C -2.25 -20.01 9.31 -0.461
Br -2.48 -21.87 8.66 -0.009
H -3.88 -20.03 10.83 0.238
H -2.27 -20.45 11.39 0.226
H -1.20 -19.73 9.23 0.261
H -2.83 -19.34 8.68 0.222
Br -5.58 -20.92 4.92 -0.013
C -3.64 -21.16 4.73 -0.441
C -2.94 -19.85 4.90 -0.446
Br -1.13 -19.95 4.19 -0.009
H -3.46 -21.48 3.71 0.225
H -3.21 -21.92 5.39 0.238
H -2.91 -19.53 5.94 0.236
H -3.42 -19.03 4.37 0.221